[1]
{
  "formula": "H24O12",
  "method": "the ωB97M-V functional and the def2-TZVPD basis",
  "symbols": ["O", "H", "H", "O", "H", "H", "O", "H", "H", "O", "H", "H", "O", "H", "H", "O", "H", "H", "O", "H", "H", "O", "H", "H", "O", "H", "H", "O", "H", "H", "O", "H", "H", "O", "H", "H"],
  "xyz": [[-0.23101, -0.45298, 1.07286], [0.33573, -0.99743, 0.51486], [-0.87588, -0.08142, 0.46041], [-1.33637, -1.08312, 3.41833], [-0.89004, -1.70349, 4.00562], [-1.45939, -1.58026, 2.60181], [4.93930, -0.56014, 1.80305], [4.16962, -0.10162, 1.44758], [4.77731, -0.58876, 2.75275], [-1.89454, -2.37582, -2.84762], [-1.90479, -2.52822, -1.89596], [-1.12528, -2.86810, -3.15568], [-0.62605, 1.36189, -1.24393], [0.04458, 1.37651, -0.55181], [-0.66921, 2.27550, -1.54799], [-2.15580, -3.35366, 1.39649], [-2.17930, -3.66077, 2.30979], [-2.36768, -2.41548, 1.45902], [-1.53640, 0.72383, -3.01885], [-1.73088, 0.36979, -2.14373], [-0.57517, 0.68613, -3.07877], [-1.48093, 4.35460, 1.54071], [-2.11845, 5.06873, 1.42857], [-1.99779, 3.63678, 1.92355], [1.15152, -2.92815, -1.17269], [2.04747, -3.12893, -0.87951], [1.02576, -2.00469, -0.92691], [-4.64585, 1.11631, -0.31839], [-4.70174, 2.07653, -0.38044], [-5.02858, 0.91430, 0.54283], [5.25146, 0.12945, -1.17223], [4.44783, 0.21339, -0.64677], [5.09354, 0.69756, -1.93466], [2.64011, 2.28151, -0.91699], [2.22272, 2.24808, -0.04885], [3.38420, 2.88216, -0.79648]],
  "homo_lumo_gap_ha": 0.34331,
  "e_homo_ev": -9.7,
  "smiles": "O.O.O.O.O.O.O.O.O.O.O.O",
  "e_above_lowest_kcal_mol": 97.9,
  "energy_ev": -24957.4473
}

***

[2]
{
  "formula": "C10H16N2O2RuS4Se2",
  "method": "the ωB97M-V functional and the def2-TZVPD basis",
  "symbols": ["Ru", "O", "C", "C", "C", "O", "C", "Se", "C", "Se", "H", "H", "H", "H", "H", "H", "H", "H", "H", "H", "S", "C", "S", "S", "C", "N", "C", "C", "N", "C", "S", "H", "H", "H", "H", "H", "H"],
  "xyz": [[0.60029, -1.30661, -0.46578], [5.72286, -4.36050, -0.08409], [5.32810, -3.45237, 0.93799], [3.95637, -2.85419, 0.59462], [3.60829, -1.87978, 1.73170], [3.34250, -2.54464, 2.95770], [4.08758, -2.14374, -0.75664], [2.68973, -0.90761, -1.34160], [2.96423, -4.00729, 0.49784], [1.09588, -3.60636, 0.07210], [6.51516, -4.82216, 0.20194], [6.05637, -2.63660, 1.02504], [5.25495, -3.95402, 1.90762], [2.76678, -1.24955, 1.44772], [4.46295, -1.22192, 1.91168], [2.41948, -2.82028, 2.94698], [4.24344, -2.87815, -1.54507], [4.96718, -1.49275, -0.75444], [2.94101, -4.54732, 1.44405], [3.30416, -4.70100, -0.26836], [-1.75682, 2.49471, 0.05956], [-0.69916, 1.28345, -0.20447], [-0.04314, 0.67789, -1.67077], [-0.00421, 0.21522, 1.02239], [-1.25297, -1.93782, -4.08037], [-2.20957, -1.15260, -3.31793], [-3.00903, -0.14187, -3.81276], [-3.62498, 0.43435, -2.75904], [-3.20017, -0.24419, -1.64156], [-2.31295, -1.18936, -1.98232], [-1.50184, -2.28163, -0.92525], [-1.56935, -1.96030, -5.11950], [-1.21660, -2.94574, -3.67635], [-0.26335, -1.48712, -3.99835], [-3.06282, 0.07613, -4.86360], [-4.30870, 1.26062, -2.70480], [-3.35396, 0.03741, -0.68418]],
  "homo_lumo_gap_ha": [0.22215, 0.21330],
  "e_homo_ev": [-7.7, -7.6],
  "e_above_lowest_kcal_mol": 1.5,
  "energy_ev": -194321.3032
}

***

[3]
{
  "formula": "C20H23N3O3",
  "method": "the ωB97M-V functional and the def2-TZVPD basis",
  "symbols": ["C", "C", "C", "C", "N", "C", "C", "C", "C", "O", "N", "C", "C", "C", "C", "C", "C", "C", "C", "C", "C", "N", "C", "O", "C", "O", "H", "H", "H", "H", "H", "H", "H", "H", "H", "H", "H", "H", "H", "H", "H", "H", "H", "H", "H", "H", "H", "H", "H"],
  "xyz": [[2.82571, -2.58644, -2.28751], [2.17798, -1.61083, -3.23048], [2.71928, -1.34190, -4.48138], [2.08175, -0.43701, -5.31083], [0.95700, 0.19743, -4.98989], [0.41719, -0.05598, -3.79912], [-0.87517, 0.63716, -3.47205], [1.00518, -0.94180, -2.89342], [0.33668, -1.19840, -1.57349], [-0.59842, -1.97151, -1.44506], [0.85056, -0.50444, -0.52743], [0.29788, -0.64266, 0.80597], [-1.06552, 0.05035, 0.94686], [-0.97373, 1.56429, 0.79041], [-0.22144, 2.17719, 1.93884], [0.56490, 3.31367, 1.76907], [1.26075, 3.86282, 2.83224], [1.18364, 3.26470, 4.08387], [0.41401, 2.12744, 4.25556], [-0.29772, 1.57812, 3.19210], [-1.13696, 0.35204, 3.44486], [-1.66678, -0.26495, 2.23231], [-2.52147, -1.31921, 2.43330], [-2.87383, -1.63641, 3.54894], [-3.00765, -2.05043, 1.18426], [-3.80529, -3.14107, 1.57770], [2.08078, -3.21655, -1.80094], [3.52701, -3.22756, -2.81863], [3.37789, -2.06285, -1.50442], [3.62504, -1.83623, -4.80808], [2.49125, -0.21059, -6.28918], [-1.70199, -0.07482, -3.49978], [-0.85721, 1.07303, -2.47098], [-1.05916, 1.42121, -4.20175], [1.60663, 0.13567, -0.69942], [0.17468, -1.70422, 1.02862], [1.01197, -0.22678, 1.51775], [-1.70797, -0.33692, 0.15953], [-0.48780, 1.81339, -0.15537], [-1.98931, 1.96698, 0.74155], [0.62759, 3.77042, 0.78751], [1.86547, 4.74834, 2.68669], [1.72766, 3.68104, 4.92153], [0.35946, 1.65409, 5.22958], [-0.55372, -0.38057, 4.01301], [-1.98275, 0.60882, 4.08534], [-3.57258, -1.33696, 0.57239], [-2.15165, -2.37979, 0.58539], [-4.45980, -3.30131, 0.89399]],
  "homo_lumo_gap_ha": 0.34905,
  "e_homo_ev": -9.1,
  "smiles": "Cc1ccnc(C)c1C(=O)NC[C@@H]1Cc2ccccc2CN1C(=O)CO",
  "e_above_lowest_kcal_mol": 16.8,
  "energy_ev": -31727.4253
}

***

[4]
{
  "formula": "C4H13N2O2P",
  "method": "the ωB97M-V functional and the def2-TZVPD basis",
  "symbols": ["C", "C", "C", "C", "N", "N", "O", "O", "P", "H", "H", "H", "H", "H", "H", "H", "H", "H", "H", "H", "H", "H"],
  "xyz": [[2.09334, -1.18357, 0.57374], [-1.87850, 0.86799, 0.74846], [-1.79097, -1.11358, -0.90960], [2.13784, 0.31099, -0.00252], [-0.23370, 2.58274, -0.91546], [-1.38128, 0.21830, -0.44248], [-0.33716, 0.63282, -2.84151], [1.65999, 1.09905, 1.09825], [-0.56929, 1.19394, -1.51839], [1.97834, -1.83768, -0.22203], [3.13556, -1.44264, 0.84660], [1.25814, -1.33868, 1.28576], [-1.38676, 1.74060, 0.77646], [-2.96843, 1.11638, 0.84221], [-1.76638, 0.08175, 1.59337], [-1.18586, -1.42725, -1.68183], [-1.73294, -1.91105, -0.11236], [-2.73059, -0.89400, -1.43375], [1.38178, 0.38924, -0.83164], [3.17962, 0.63113, -0.40364], [0.88750, 1.63296, 0.95311], [-0.14716, 3.20235, -1.66608]],
  "homo_lumo_gap_ha": 0.38262,
  "e_homo_ev": -9.9,
  "e_above_lowest_kcal_mol": 47.2,
  "energy_ev": -20721.5896
}